Entry from the Open Molecules 2025 dataset: a molecular structure, C28H43Cl2N2PY in a non-equilibrium geometry (the ωB97M-V functional and the def2-TZVPD basis).

```
77
Properties=species:S:1:pos:R:3:mulliken_charge:R:1
P -0.248 0.647 -0.326 0.87
C -1.880 0.224 -1.110 0.29
C -2.348 1.076 -2.303 -0.46
C -3.794 0.705 -2.673 -0.97
C -3.939 -0.792 -2.975 -0.71
C -3.428 -1.642 -1.805 -0.97
C -1.981 -1.271 -1.455 -0.45
C 1.149 0.080 -1.404 -0.37
C 1.059 0.498 -2.881 -0.66
C 2.369 0.158 -3.609 -0.89
C 2.716 -1.330 -3.470 -0.76
C 2.773 -1.748 -1.995 -0.82
C 1.463 -1.418 -1.270 0.61
C -0.158 2.502 -0.468 -0.11
C -1.304 3.152 0.327 -0.60
C -1.296 4.676 0.164 -0.90
C 0.059 5.274 0.562 -0.66
C 1.202 4.614 -0.217 -0.90
C 1.198 3.089 -0.040 -0.39
H -2.570 0.408 -0.272 0.57
H -1.694 0.914 -3.168 0.15
H -2.305 2.143 -2.061 0.26
H -4.120 1.301 -3.534 0.41
H -4.451 0.969 -1.832 0.36
H -4.985 -1.034 -3.196 0.41
H -3.358 -1.036 -3.877 0.31
H -4.060 -1.474 -0.923 0.39
H -3.491 -2.709 -2.052 0.39
H -1.622 -1.880 -0.619 -0.34
H -1.336 -1.493 -2.316 0.21
H 1.998 0.602 -0.943 0.87
H 3.181 0.761 -3.179 0.37
H 0.846 1.570 -2.974 0.25
H 0.230 -0.036 -3.363 0.17
H 2.290 0.437 -4.667 0.41
H 3.670 -1.543 -3.967 0.43
H 1.949 -1.927 -3.985 0.31
H 2.984 -2.821 -1.910 0.39
H 3.596 -1.219 -1.495 0.39
H 1.544 -1.671 -0.212 -1.34
H 0.651 -2.021 -1.692 0.35
H -0.300 2.732 -1.533 0.55
H -2.271 2.734 0.030 0.37
H -1.190 2.893 1.389 0.19
H -1.511 4.928 -0.884 0.32
H -2.101 5.116 0.767 0.40
H 0.223 5.115 1.636 0.28
H 0.060 6.359 0.399 0.39
H 2.168 5.019 0.108 0.41
H 1.099 4.853 -1.285 0.35
H 2.010 2.653 -0.630 0.17
H 1.401 2.826 1.004 0.08
Y -0.116 -0.004 1.960 1.19
Cl 2.272 0.229 1.772 -0.56
Cl -2.494 0.328 2.194 -0.55
C -0.468 -1.796 1.696 -1.45
H -1.528 -2.015 1.486 0.09
C 0.326 -3.019 1.722 0.98
C 1.734 -3.063 1.769 0.05
C 2.402 -4.281 1.777 -0.94
C 1.687 -5.483 1.749 -0.43
C 0.292 -5.460 1.706 -0.53
C -0.379 -4.242 1.688 -0.62
H 2.282 -2.126 1.787 0.22
H 3.488 -4.297 1.808 0.35
H -0.270 -6.390 1.684 0.35
H -1.466 -4.216 1.649 0.32
H 2.216 -6.432 1.761 0.35
N 0.241 -0.925 5.088 -0.24
C 0.745 -0.586 6.288 -0.14
C 1.365 0.643 6.170 -0.88
C 1.203 1.007 4.848 -0.30
N 0.518 0.033 4.222 -0.03
H -0.284 -1.798 4.858 0.20
H 0.666 -1.187 7.183 0.42
H 1.869 1.201 6.947 0.36
H 1.555 1.914 4.377 0.37
```

Net charge: -1
Energy above the lowest of the compared OMol25 structures with the same formula, charge and spin (eV): 1.665
Multiplicity: 1

=====

Entry from the Open Molecules 2025 dataset: 6 unconnected molecules or ions with the total composition C43H84N2O8P in a non-equilibrium geometry (the ωB97M-V functional and the def2-TZVPD basis).

```
138
Properties=species:S:1:pos:R:3:mulliken_charge:R:1
C 4.528 -0.425 0.421 -0.23
O 4.764 0.882 -0.046 -0.49
C 3.859 1.822 0.528 -0.31
C 3.423 2.861 -0.500 -0.32
C 1.890 2.974 -0.559 -0.19
C 1.462 4.234 -1.360 -0.97
C 0.694 3.907 -2.657 -0.03
C -0.784 4.360 -2.664 -1.43
C -1.773 3.202 -2.764 0.46
C -3.192 3.709 -2.526 -1.05
C -4.231 2.605 -2.705 -1.24
C -4.166 1.597 -1.524 0.68
C -3.811 0.206 -2.071 -1.32
C -4.140 -0.966 -1.147 -0.94
N -3.140 -1.279 -0.066 0.74
C -1.819 -1.609 -0.716 -1.72
C -0.775 -2.280 0.166 0.61
C 0.585 -2.187 -0.586 -1.27
C 1.764 -2.111 0.392 0.10
N 2.982 -2.616 -0.243 0.46
C 3.445 -2.045 -1.369 -0.34
C 4.548 -2.730 -1.749 -0.78
C 4.731 -3.732 -0.799 -0.55
C 3.753 -3.666 0.131 -0.20
C -2.922 -0.181 0.917 -0.99
C -4.168 0.307 1.657 -0.63
C -4.175 1.799 1.941 -1.09
O -3.638 2.036 3.262 -0.37
C -3.427 3.377 3.470 0.76
C -2.150 3.771 4.169 -0.99
O -4.235 4.229 3.123 -0.54
P -3.672 -2.821 0.843 0.19
C -3.533 -4.186 -0.372 -1.01
C -5.479 -2.728 1.142 -1.22
H 3.595 -0.816 0.001 -0.31
H 5.332 -1.089 0.123 0.41
H 4.430 -0.440 1.510 0.36
H 4.338 2.290 1.391 0.30
H 2.976 1.291 0.898 0.17
H 3.807 3.850 -0.269 0.08
H 3.768 2.543 -1.482 0.20
H 1.519 3.014 0.467 0.49
H 1.477 2.070 -1.013 -0.12
H 0.888 4.891 -0.710 0.37
H 2.379 4.763 -1.600 0.54
H 1.209 4.448 -3.448 -0.09
H 0.823 2.847 -2.882 0.54
H -0.908 5.028 -3.513 0.42
H -0.971 4.937 -1.761 0.44
H -1.662 2.744 -3.749 0.24
H -1.456 2.462 -2.019 -0.28
H -3.370 4.492 -3.261 0.55
H -3.239 4.116 -1.515 0.32
H -3.953 2.085 -3.623 0.54
H -5.238 2.981 -2.868 0.38
H -3.380 1.978 -0.882 -0.48
H -5.138 1.551 -1.036 0.52
H -2.784 0.222 -2.432 0.14
H -4.434 0.068 -2.951 0.50
H -4.197 -1.857 -1.768 0.70
H -5.140 -0.814 -0.755 0.63
H -1.941 -2.183 -1.629 0.54
H -1.398 -0.655 -1.018 0.71
H -0.624 -1.788 1.123 -0.03
H -0.949 -3.339 0.302 0.22
H 0.572 -1.344 -1.273 0.50
H 0.706 -3.098 -1.168 0.34
H 1.951 -1.056 0.588 -0.26
H 1.569 -2.636 1.323 0.17
H 3.004 -1.202 -1.861 0.38
H 5.143 -2.537 -2.619 0.47
H 5.522 -4.459 -0.842 0.44
H 3.572 -4.288 0.981 0.03
H -2.434 0.632 0.384 0.56
H -2.206 -0.499 1.664 0.59
H -5.108 0.042 1.185 0.51
H -4.175 -0.185 2.629 0.66
H -5.206 2.137 1.936 0.35
H -3.602 2.395 1.235 0.29
H -1.748 2.994 4.809 0.33
H -2.391 4.657 4.744 0.33
H -1.435 4.088 3.415 0.23
H -4.462 -4.753 -0.403 0.41
H -2.724 -4.854 -0.095 0.41
H -3.361 -3.843 -1.391 0.32
H -6.021 -2.556 0.210 0.38
H -5.761 -1.988 1.879 0.33
H -5.776 -3.716 1.483 0.45
C 2.893 3.578 -6.396 -1.02
C 3.236 4.945 -5.852 0.88
O 2.619 5.431 -4.933 -0.54
C 4.382 5.674 -6.508 -1.19
H 2.055 3.167 -5.837 0.17
H 2.615 3.653 -7.448 0.36
H 3.749 2.910 -6.293 0.33
H 4.166 5.837 -7.564 0.34
H 5.300 5.093 -6.410 0.34
H 4.521 6.638 -6.023 0.31
C 1.454 -4.935 5.465 -1.16
C 1.367 -3.927 4.346 0.83
O 2.168 -3.914 3.436 -0.38
C 0.234 -2.930 4.410 -1.00
H 2.307 -5.592 5.307 0.22
H 1.580 -4.421 6.420 0.35
H 0.545 -5.537 5.494 0.36
H 0.310 -2.336 5.322 0.40
H -0.724 -3.453 4.397 0.32
H 0.286 -2.264 3.550 0.04
C 6.210 6.513 1.852 -1.13
C 4.928 6.838 1.124 0.89
O 3.991 6.073 1.123 -0.54
C 4.868 8.159 0.398 -1.16
H 6.119 5.540 2.328 0.27
H 7.043 6.487 1.147 0.33
H 6.405 7.265 2.617 0.36
H 5.645 8.200 -0.367 0.33
H 5.008 8.979 1.103 0.35
H 3.896 8.265 -0.080 0.29
C -7.609 -6.009 0.628 -1.27
C -7.466 -5.301 -0.695 0.99
O -6.387 -5.182 -1.238 -0.56
C -8.722 -4.748 -1.316 -1.25
H -6.634 -6.360 0.962 0.30
H -8.018 -5.327 1.376 0.32
H -8.273 -6.868 0.522 0.43
H -9.176 -4.012 -0.649 0.33
H -9.433 -5.554 -1.502 0.39
H -8.479 -4.267 -2.261 0.32
C 4.702 -5.252 3.522 -0.70
C 5.147 -6.623 3.966 0.73
O 4.957 -7.009 5.097 -0.57
C 5.835 -7.491 2.940 -1.18
H 4.230 -4.743 4.352 0.15
H 5.566 -4.668 3.197 0.52
H 3.985 -5.336 2.713 0.09
H 6.744 -7.003 2.587 0.33
H 5.168 -7.671 2.095 0.32
H 6.099 -8.445 3.391 0.33
```

Net charge: +1
Multiplicity: 1

=====

Entry from the Open Molecules 2025 dataset: a molecular structure, C34H38Cl4N5O9RbS3 (the ωB97M-V functional and the def2-TZVPD basis).

```
94
Properties=species:S:1:pos:R:3:mulliken_charge:R:1
Rb -0.922 0.087 0.143 0.62
Cl -2.374 -1.309 -2.733 -0.09
C -3.930 -1.264 -1.868 -0.12
Cl -4.472 0.388 -1.567 -0.11
H -3.793 -1.755 -0.909 -0.07
H -4.663 -1.754 -2.495 0.44
Cl -1.193 2.442 -2.587 0.02
C -1.665 2.139 -4.256 -0.16
Cl -3.393 2.460 -4.549 -0.20
H -1.452 1.102 -4.475 -0.06
H -1.100 2.803 -4.898 0.39
S -3.754 4.495 4.490 -0.29
C -3.076 3.829 2.975 0.27
C -1.738 3.476 2.885 -0.37
C -1.222 3.131 1.640 -0.42
N -1.952 3.099 0.526 -0.20
C -3.243 3.399 0.635 -0.41
C -3.850 3.782 1.824 -0.39
C -4.207 3.091 5.482 0.46
C -3.925 3.150 6.843 -0.33
C -4.383 2.130 7.659 -0.38
N -5.072 1.082 7.221 -0.65
C -5.309 1.023 5.910 -0.25
C -4.910 1.999 5.002 -0.25
H -1.090 3.499 3.751 0.42
H -0.180 2.837 1.552 0.41
H -3.820 3.355 -0.283 0.41
H -4.898 4.048 1.854 0.44
H -3.358 3.975 7.255 0.39
H -4.181 2.160 8.726 0.35
H -5.835 0.153 5.541 0.43
H -5.125 1.869 3.950 0.30
C -0.606 -4.243 0.450 -0.94
C -0.081 -3.894 -0.925 -0.12
O 0.970 -2.960 -0.790 -0.26
C 1.558 -2.613 -2.032 -0.11
C 2.803 -1.801 -1.760 -0.58
H -1.372 -5.018 0.371 0.39
H -1.059 -3.378 0.932 0.04
H 0.205 -4.618 1.076 0.34
H -0.879 -3.478 -1.553 0.10
H 0.297 -4.794 -1.432 0.37
H 0.843 -2.044 -2.643 0.05
H 1.807 -3.530 -2.585 0.34
H 2.552 -0.854 -1.279 -0.21
H 3.323 -1.592 -2.696 0.24
H 3.473 -2.364 -1.108 0.43
C 3.462 0.843 1.238 -1.17
C 1.960 0.984 0.988 0.72
O 1.633 1.155 -0.220 -0.62
O 1.170 0.906 1.959 -0.66
H 4.001 1.599 0.668 0.29
H 3.779 -0.136 0.871 0.24
H 3.702 0.917 2.298 0.31
C -0.042 -2.001 7.060 -1.55
C -0.893 -1.731 5.848 1.14
C -0.988 -0.448 5.323 -0.87
C -1.751 -0.194 4.193 0.32
C -2.431 -1.230 3.575 -0.33
C -2.332 -2.521 4.074 -0.67
C -1.573 -2.764 5.207 -0.83
S -3.425 -0.946 2.123 0.79
O -4.777 -1.354 2.459 -0.78
O -3.267 0.472 1.814 -0.12
O -2.804 -1.806 1.107 -0.54
H -0.175 -1.224 7.815 0.36
H 1.017 -2.023 6.793 0.29
H -0.293 -2.961 7.512 0.37
H -0.453 0.368 5.795 0.36
H -1.811 0.802 3.776 0.42
H -2.857 -3.328 3.577 0.48
H -1.504 -3.772 5.600 0.30
O 8.024 -1.928 -8.720 -0.69
S 6.707 -1.337 -8.853 1.18
O 5.616 -2.289 -8.905 -0.68
O 6.618 -0.253 -9.822 -0.70
C 6.452 -0.425 -7.292 0.07
N 7.510 0.201 -6.770 -0.52
C 7.276 0.930 -5.689 -0.34
C 6.024 1.053 -5.111 -0.58
C 4.995 0.348 -5.718 0.50
N 5.217 -0.385 -6.807 -0.37
C 3.592 0.370 -5.214 1.08
C 2.576 -0.182 -5.988 -0.62
C 1.283 -0.155 -5.499 -0.60
N 0.938 0.373 -4.322 0.10
C 1.914 0.900 -3.581 -0.26
C 3.242 0.912 -3.985 -0.80
H 8.132 1.446 -5.261 0.40
H 5.872 1.671 -4.238 0.40
H 2.814 -0.631 -6.942 0.61
H 0.476 -0.587 -6.083 0.38
H 1.638 1.300 -2.610 0.28
H 3.983 1.325 -3.313 0.23
```

Net charge: -2
Energy above the lowest of the compared OMol25 structures with the same formula, charge and spin (eV): 0.378
Multiplicity: 1

=====

Entry from the Open Molecules 2025 dataset: a single C21H28N2O2 molecule (the ωB97M-V functional and the def2-TZVPD basis).

```
53
Properties=species:S:1:pos:R:3:nbo_charge:R:1
C 8.566 1.314 -3.347 -0.62
C 7.215 0.926 -2.827 -0.05
C 6.263 1.878 -2.502 -0.18
C 5.012 1.519 -2.023 -0.32
C 4.695 0.178 -1.862 0.37
O 3.498 -0.296 -1.401 -0.54
C 2.488 0.629 -1.055 -0.09
C 1.287 -0.197 -0.573 0.08
O 1.682 -1.025 0.496 -0.73
C 0.142 0.714 -0.116 -0.23
N -1.146 0.084 -0.318 -0.44
C -1.388 -0.998 0.624 -0.25
C -2.692 -1.700 0.238 -0.22
N -3.817 -0.791 0.245 -0.43
C -4.543 -0.568 1.410 0.15
C -4.201 -1.129 2.643 -0.23
C -4.995 -0.941 3.759 -0.20
C -6.156 -0.186 3.706 -0.06
C -7.021 0.018 4.913 -0.62
C -6.505 0.369 2.479 -0.19
C -5.726 0.180 1.358 -0.24
C -3.549 0.311 -0.653 -0.21
C -2.248 1.027 -0.269 -0.23
C 5.646 -0.789 -2.186 -0.26
C 6.884 -0.416 -2.661 -0.19
H 9.349 0.929 -2.695 0.22
H 8.665 2.395 -3.406 0.21
H 8.725 0.896 -4.340 0.22
H 6.493 2.927 -2.621 0.21
H 4.300 2.293 -1.782 0.22
H 2.830 1.285 -0.244 0.18
H 2.203 1.237 -1.922 0.18
H 0.932 -0.814 -1.413 0.17
H 2.518 -1.438 0.242 0.48
H 0.318 0.982 0.939 0.18
H 0.164 1.629 -0.714 0.20
H -0.553 -1.696 0.579 0.23
H -1.460 -0.610 1.655 0.17
H -2.891 -2.548 0.892 0.21
H -2.590 -2.074 -0.787 0.20
H -3.301 -1.713 2.753 0.20
H -4.693 -1.389 4.696 0.20
H -7.253 1.074 5.046 0.21
H -7.964 -0.518 4.798 0.21
H -6.527 -0.347 5.810 0.21
H -7.412 0.953 2.400 0.21
H -6.054 0.604 0.421 0.21
H -4.369 1.026 -0.642 0.21
H -3.444 -0.092 -1.665 0.20
H -2.053 1.833 -0.981 0.20
H -2.365 1.470 0.738 0.17
H 5.388 -1.829 -2.058 0.22
H 7.610 -1.177 -2.908 0.21
```

Energy above the lowest of the compared OMol25 structures with the same formula, charge and spin (eV): 2.604
Multiplicity: 1
Structure (SMILES): Cc1ccc(OC[C@@H](O)CN2CCN(c3ccc(C)cc3)CC2)cc1

=====

Respective frontier orbital gap values: 0.2006; 0.2838; 0.2652; 0.2995 hartree.
Respective highest occupied orbital energy values: -2.66; -9.71; -4.09; -7.35 eV.